235
Properties=species:S:1:pos:R:3 method="wB97M-V/def2-TZVPD" relative_energy_kcal_mol=0.0 gap_ev=8.99 homo_energy_ev=-8.50 spin_multiplicity=1 e_lumo_ha=0.018
C -26.24 -13.98 7.62
N -25.14 -14.91 7.79
C -24.21 -14.57 8.88
P -25.05 -16.42 7.06
O -25.38 -17.63 7.85
N -26.01 -16.29 5.73
C -26.81 -17.36 5.24
C -25.77 -15.17 4.74
N -23.50 -16.49 6.41
C -22.60 -15.31 6.29
C -22.83 -17.85 6.29
H -26.58 -13.64 8.63
H -27.16 -14.42 7.15
H -25.83 -13.04 7.28
H -24.84 -14.54 9.81
H -23.70 -13.60 8.83
H -23.43 -15.32 9.03
H -27.82 -17.05 4.88
H -26.37 -17.88 4.37
H -26.97 -18.23 5.99
H -25.34 -14.43 5.34
H -24.92 -15.41 4.03
H -26.69 -14.93 4.18
H -22.06 -15.44 5.38
H -23.15 -14.39 6.28
H -21.88 -15.26 7.14
H -23.46 -18.64 6.77
H -21.80 -17.88 6.81
H -22.77 -18.11 5.21
C -18.57 -17.12 4.63
N -17.20 -16.98 5.17
C -16.15 -17.49 4.36
P -17.06 -17.47 6.79
O -17.54 -18.86 7.05
N -15.50 -17.32 7.22
C -14.67 -18.51 7.42
C -14.87 -16.08 7.63
N -17.99 -16.37 7.53
C -19.00 -16.83 8.51
C -18.02 -14.97 7.23
H -19.30 -16.82 5.43
H -18.86 -18.20 4.34
H -18.69 -16.54 3.75
H -15.93 -18.59 4.37
H -15.20 -17.02 4.67
H -16.41 -17.28 3.34
H -15.25 -19.38 7.11
H -13.75 -18.57 6.77
H -14.43 -18.63 8.50
H -14.98 -15.99 8.68
H -13.76 -16.30 7.67
H -15.12 -15.20 7.04
H -20.01 -16.72 8.03
H -18.92 -17.88 8.69
H -18.99 -16.22 9.41
H -17.99 -14.43 8.14
H -18.84 -14.63 6.61
H -17.18 -14.58 6.62
C -16.31 -19.06 14.31
N -15.53 -17.92 13.92
C -15.39 -16.88 14.90
P -14.77 -17.81 12.45
O -14.66 -16.35 12.07
N -13.21 -18.37 12.77
C -12.12 -17.78 12.10
C -12.88 -19.02 14.02
N -15.55 -18.77 11.36
C -16.64 -18.21 10.55
C -15.15 -20.18 11.10
H -15.75 -19.88 14.89
H -17.01 -19.47 13.53
H -17.04 -18.78 15.06
H -16.37 -16.69 15.32
H -15.10 -15.94 14.39
H -14.58 -17.01 15.66
H -11.44 -18.52 11.69
H -12.45 -17.09 11.24
H -11.60 -17.09 12.80
H -13.75 -18.90 14.69
H -12.58 -20.03 13.85
H -12.10 -18.43 14.50
H -17.32 -19.07 10.48
H -17.06 -17.35 11.13
H -16.27 -17.88 9.60
H -15.89 -20.94 11.37
H -14.28 -20.38 11.61
H -14.88 -20.29 10.03
C -26.76 -14.92 15.76
N -27.40 -13.85 14.99
C -27.45 -12.48 15.53
P -27.22 -14.00 13.30
O -25.91 -14.06 12.71
N -28.15 -15.28 12.97
C -29.40 -15.71 13.50
C -27.78 -15.99 11.71
N -27.94 -12.56 12.74
C -29.35 -12.46 13.01
C -27.33 -11.92 11.64
H -26.86 -15.87 15.24
H -27.16 -14.94 16.78
H -25.68 -14.79 15.96
H -28.05 -11.85 14.88
H -26.48 -11.99 15.60
H -27.84 -12.47 16.54
H -29.30 -15.81 14.55
H -30.29 -15.15 13.21
H -29.57 -16.75 13.17
H -27.00 -15.50 11.21
H -27.57 -17.05 11.93
H -28.66 -15.99 11.04
H -29.94 -12.82 12.13
H -29.62 -12.94 13.92
H -29.55 -11.40 12.99
H -26.31 -12.18 11.57
H -27.44 -10.84 11.71
H -27.89 -12.13 10.73
C -20.94 -12.47 11.34
O -19.70 -12.77 12.09
P -18.24 -12.19 11.60
O -18.41 -11.00 10.74
O -17.40 -12.02 12.90
C -17.86 -11.47 14.16
O -17.52 -13.35 10.79
C -17.36 -14.65 11.37
H -20.66 -11.82 10.47
H -21.55 -12.00 12.09
H -21.35 -13.41 11.11
H -17.24 -11.95 14.92
H -18.97 -11.59 14.37
H -17.65 -10.40 14.13
H -17.04 -15.36 10.60
H -18.29 -14.98 11.84
H -16.51 -14.58 12.03
C -20.64 -9.04 12.64
O -20.99 -10.01 13.65
P -22.35 -9.94 14.52
O -23.02 -8.62 14.36
O -23.21 -11.28 14.04
C -24.35 -11.02 13.21
O -21.89 -10.34 15.94
C -22.88 -10.78 16.89
H -21.49 -8.80 12.01
H -19.83 -9.39 12.04
H -20.23 -8.12 13.08
H -23.91 -10.59 12.29
H -25.01 -10.33 13.73
H -24.73 -12.05 13.05
H -22.37 -10.59 17.85
H -23.05 -11.86 16.69
H -23.78 -10.21 16.99
C -17.34 -22.26 7.65
O -18.56 -22.76 8.36
P -18.88 -22.10 9.73
O -17.79 -21.95 10.71
O -19.65 -20.73 9.45
C -20.88 -20.85 8.65
O -20.13 -22.96 10.22
C -19.95 -24.35 10.49
H -16.50 -22.23 8.36
H -17.51 -21.31 7.14
H -17.20 -23.11 6.92
H -21.52 -21.54 9.19
H -20.64 -21.32 7.73
H -21.33 -19.87 8.43
H -19.24 -24.48 11.26
H -19.54 -24.81 9.60
H -20.95 -24.80 10.74
C -21.30 -14.19 14.85
O -22.48 -14.70 15.46
P -22.44 -15.51 16.79
O -23.49 -16.51 16.97
O -21.02 -16.21 16.93
C -21.10 -17.66 17.04
O -22.35 -14.24 17.79
C -21.90 -14.55 19.14
H -21.42 -14.01 13.78
H -20.48 -14.93 14.82
H -20.93 -13.32 15.44
H -20.51 -17.90 17.89
H -20.94 -18.25 16.21
H -22.07 -17.92 17.40
H -22.66 -15.20 19.48
H -21.95 -13.60 19.66
H -20.87 -14.92 19.13
C -22.90 -21.41 16.08
O -21.97 -21.88 15.09
P -20.58 -21.23 15.05
O -20.25 -20.43 16.23
O -19.80 -22.54 14.76
C -18.40 -22.36 14.45
O -20.49 -20.28 13.75
C -21.11 -20.72 12.55
H -23.83 -21.93 15.99
H -23.11 -20.32 16.01
H -22.43 -21.56 17.08
H -18.22 -21.74 13.51
H -17.88 -23.29 14.23
H -17.86 -21.90 15.30
H -20.61 -21.68 12.15
H -21.01 -20.00 11.72
H -22.17 -20.93 12.65
C -23.19 -18.11 9.99
O -22.13 -18.24 11.01
P -21.46 -16.82 11.22
O -21.45 -15.92 10.08
O -20.04 -17.05 11.78
C -19.62 -17.44 13.09
O -22.26 -16.40 12.58
C -23.52 -15.68 12.53
H -23.74 -19.09 9.98
H -22.82 -17.95 8.96
H -23.80 -17.27 10.33
H -18.63 -17.82 12.85
H -20.29 -18.17 13.57
H -19.58 -16.55 13.72
H -24.35 -16.24 12.15
H -23.41 -14.71 11.97
H -23.80 -15.48 13.61
C -25.39 -18.35 14.06
O -25.52 -19.26 12.94
P -26.68 -20.27 12.89
O -27.91 -19.84 13.52
O -26.09 -21.67 13.38
C -24.90 -22.25 12.91
O -26.72 -20.66 11.34
C -26.97 -19.61 10.40
H -24.52 -17.72 13.89
H -25.19 -18.85 15.02
H -26.43 -17.88 14.19
H -24.77 -23.24 13.26
H -24.09 -21.73 13.39
H -24.77 -22.23 11.80
H -28.06 -19.39 10.45
H -26.67 -19.90 9.37
H -26.46 -18.68 10.65

---

221
Properties=species:S:1:pos:R:3 method="wB97M-V/def2-TZVPD" gap_ev=8.38 homo_energy_ev=-8.08 spin_multiplicity=1 e_lumo_ha=0.011
C 12.11 14.18 9.47
N 13.54 13.89 9.48
C 13.94 12.42 9.62
P 14.70 15.18 9.26
O 14.72 15.66 7.84
N 14.20 16.45 10.35
C 14.73 17.74 10.14
C 13.57 16.25 11.69
N 16.12 14.62 10.01
C 16.14 14.00 11.34
C 17.45 15.00 9.44
H 11.45 13.59 10.12
H 11.65 14.03 8.50
H 11.97 15.20 9.80
H 15.00 12.21 9.49
H 13.38 11.90 8.84
H 13.67 12.01 10.59
H 14.50 17.98 9.10
H 14.19 18.52 10.68
H 15.80 17.67 10.33
H 12.74 16.93 11.88
H 13.09 15.27 11.67
H 14.34 16.12 12.45
H 15.20 13.54 11.62
H 16.91 13.23 11.36
H 16.50 14.68 12.11
H 17.40 15.00 8.36
H 18.16 14.18 9.57
H 17.85 15.96 9.77
C 12.67 14.52 18.72
N 12.55 15.96 18.81
C 13.80 16.64 18.39
P 11.74 16.61 20.15
O 12.32 16.25 21.48
N 11.50 18.29 19.92
C 11.48 19.19 21.04
C 11.12 18.82 18.58
N 10.13 16.02 19.92
C 9.39 16.06 18.64
C 9.26 15.63 21.08
H 11.75 13.98 18.90
H 13.46 14.17 19.38
H 12.89 14.17 17.71
H 14.22 16.22 17.48
H 14.55 16.42 19.15
H 13.77 17.72 18.30
H 12.13 19.99 20.69
H 10.50 19.58 21.34
H 11.96 18.73 21.90
H 10.13 19.24 18.77
H 11.84 19.60 18.36
H 11.15 18.02 17.84
H 8.84 17.01 18.66
H 10.09 16.02 17.81
H 8.71 15.21 18.61
H 9.53 14.66 21.49
H 8.22 15.51 20.78
H 9.36 16.39 21.86
C 15.01 8.47 14.82
N 14.28 9.13 15.90
C 15.09 9.45 17.10
P 12.92 10.11 15.50
O 12.03 9.45 14.49
N 12.06 10.54 16.97
C 11.08 11.70 16.99
C 11.66 9.41 17.78
N 13.63 11.59 15.08
C 13.73 11.97 13.66
C 14.34 12.39 16.04
H 15.98 8.93 14.63
H 14.40 8.46 13.91
H 15.36 7.50 15.15
H 15.84 10.22 16.94
H 15.52 8.56 17.55
H 14.46 9.87 17.88
H 10.10 11.44 16.59
H 10.96 11.95 18.04
H 11.48 12.57 16.48
H 10.74 8.98 17.37
H 12.37 8.59 17.92
H 11.43 9.89 18.73
H 13.01 12.75 13.41
H 14.71 12.40 13.44
H 13.72 11.11 12.98
H 15.38 12.09 16.19
H 13.78 12.38 16.98
H 14.35 13.44 15.75
C 20.17 21.45 15.26
N 19.52 20.72 14.22
C 18.64 21.52 13.38
P 20.47 19.56 13.42
O 21.65 19.99 12.71
N 20.82 18.35 14.60
C 22.20 17.98 14.83
C 19.89 17.81 15.50
N 19.44 18.67 12.37
C 19.82 18.29 11.05
C 18.11 18.25 12.72
H 19.39 21.78 15.94
H 20.84 22.22 14.87
H 20.80 20.74 15.80
H 19.09 21.80 12.43
H 18.25 22.40 13.90
H 17.79 20.92 13.07
H 22.44 18.20 15.87
H 22.34 16.91 14.62
H 22.90 18.56 14.23
H 19.34 16.96 15.07
H 20.35 17.45 16.42
H 19.25 18.63 15.82
H 20.81 18.68 10.79
H 19.79 17.21 10.97
H 19.08 18.69 10.35
H 17.33 18.44 11.99
H 17.72 18.62 13.67
H 18.19 17.17 12.79
C 19.68 15.30 21.46
N 19.66 16.69 21.89
C 20.69 17.02 22.88
P 18.90 18.00 21.09
O 18.31 19.07 21.98
N 19.98 18.43 19.89
C 20.95 17.58 19.18
C 20.13 19.86 19.67
N 17.63 17.22 20.18
C 16.62 16.48 21.00
C 17.20 17.60 18.87
H 18.68 14.97 21.19
H 20.09 14.71 22.29
H 20.29 15.12 20.58
H 21.65 17.25 22.43
H 20.83 16.15 23.52
H 20.44 17.93 23.43
H 21.68 17.39 19.97
H 20.47 16.70 18.76
H 21.44 18.08 18.34
H 21.16 20.17 19.52
H 19.61 20.08 18.73
H 19.75 20.48 20.48
H 15.67 17.01 21.04
H 16.49 15.58 20.40
H 17.01 16.22 21.99
H 18.05 17.95 18.28
H 16.53 18.45 18.97
H 16.83 16.74 18.32
C 23.63 14.01 10.32
N 22.78 14.57 11.31
C 22.68 16.00 11.15
P 22.62 13.75 12.78
O 23.84 13.84 13.63
N 21.20 14.35 13.56
C 20.98 13.95 14.97
C 19.91 14.51 12.83
N 22.20 12.11 12.39
C 21.12 11.73 11.45
C 22.45 11.01 13.31
H 23.68 14.57 9.39
H 23.52 12.93 10.17
H 24.65 14.05 10.70
H 22.44 16.24 10.11
H 23.69 16.34 11.39
H 22.06 16.50 11.89
H 21.85 14.48 15.37
H 20.03 14.27 15.39
H 21.12 12.88 15.08
H 20.13 14.78 11.80
H 19.38 13.57 12.94
H 19.33 15.32 13.28
H 20.33 11.11 11.88
H 20.65 12.59 10.98
H 21.52 11.07 10.68
H 22.81 10.20 12.68
H 21.57 10.74 13.89
H 23.23 11.37 13.98
C 14.66 20.57 18.49
N 15.04 20.89 17.15
C 16.48 20.96 16.96
P 14.15 19.92 15.97
O 14.36 18.44 16.04
N 12.51 20.40 16.05
C 11.50 19.50 15.45
C 12.00 21.83 16.16
N 14.60 20.55 14.42
C 14.72 21.96 14.13
C 14.45 19.68 13.25
H 13.60 20.69 18.70
H 15.27 21.12 19.21
H 14.86 19.50 18.57
H 16.69 22.00 17.18
H 16.72 20.76 15.92
H 16.94 20.34 17.73
H 11.36 19.58 14.37
H 11.67 18.45 15.70
H 10.55 19.73 15.93
H 12.81 22.45 16.54
H 11.80 22.23 15.16
H 11.15 21.85 16.84
H 15.46 22.21 13.37
H 13.75 22.28 13.74
H 14.92 22.49 15.06
H 13.43 19.39 12.99
H 15.05 18.76 13.29
H 14.86 20.22 12.39
C 17.69 11.64 14.52
O 17.70 11.38 13.12
H 17.03 12.49 14.68
H 17.20 10.87 15.12
H 18.69 11.84 14.93
H 17.81 10.45 12.93
C 16.69 15.71 15.48
O 15.61 16.21 14.82
H 17.30 15.12 14.80
H 17.26 16.56 15.85
H 16.22 15.13 16.27
H 15.27 16.97 15.29
C 18.40 13.65 18.16
O 17.24 12.88 17.86
H 19.19 13.61 17.41
H 18.13 14.70 18.22
H 18.74 13.40 19.17
H 16.63 12.89 18.59